[1]
Entry from OMol25: C5H9NO as an isolated structure (ωB97M-V/def2-TZVPD).

XYZ file:
```
16
Properties=species:S:1:pos:R:3:forces:R:3
N 2.747 0.576 0.379 -0.31 0.05 -0.06
C 1.529 0.323 0.149 0.14 -0.20 -0.06
C 0.852 -0.913 -0.025 0.21 -0.03 0.14
C -0.512 -1.184 0.557 0.02 -0.01 -0.03
C -1.339 -0.443 -0.512 -0.27 -0.11 0.04
C -0.614 1.403 -0.031 0.04 0.08 0.00
O 0.678 1.482 -0.206 -0.11 0.03 0.01
H 2.950 1.561 0.208 0.00 -0.09 0.02
H -0.336 -0.160 -1.150 -0.07 0.11 0.04
H 1.519 -1.742 -0.236 -0.07 0.11 0.07
H -0.682 -0.802 1.573 0.03 -0.04 -0.15
H -0.730 -2.255 0.583 0.04 0.17 -0.01
H -1.572 -1.197 -1.282 0.09 0.12 0.07
H -2.318 0.023 -0.316 0.16 -0.03 -0.01
H -0.986 1.262 0.986 0.04 -0.07 -0.14
H -1.187 2.067 -0.677 0.09 -0.12 0.06
```
Positions in Å, forces in eV/Å.

## Properties
* HOMO level (spin up / spin down): -0.2704 / -0.2704 hartree
* net charge: 0
* HOMO-LUMO gap (spin up / spin down): 0.2751 / 0.2751 Eh

=====

[2]
Entry from OMol25: a single C5H9NO molecule (ωB97M-V/def2-TZVPD).

XYZ file:
```
16
Properties=species:S:1:pos:R:3:forces:R:3
C -1.533 0.559 -0.477 -0.40 0.08 -0.20
C 0.528 -0.295 0.036 0.08 -0.05 0.09
C 0.269 -0.863 1.423 0.35 -0.08 0.02
C -0.567 -0.575 -0.936 -0.01 0.26 0.03
N 1.954 0.163 -0.848 -0.03 0.16 0.16
C 1.207 0.978 -0.110 -0.07 0.33 0.15
O 1.184 2.096 0.358 0.18 -0.13 -0.18
H -1.011 1.287 0.165 -0.35 -0.28 -0.24
H -2.390 0.198 0.092 -0.08 -0.06 -0.25
H -1.849 1.128 -1.346 -0.37 -0.02 -0.02
H -0.685 -1.411 1.452 0.39 0.14 -0.24
H 0.196 -0.053 2.158 0.24 -0.12 -0.14
H 1.053 -1.553 1.720 0.13 -0.04 0.14
H -0.986 -1.588 -0.841 0.11 0.36 0.08
H -0.222 -0.445 -1.964 -0.14 0.15 0.22
H 2.962 0.339 -0.858 -0.02 -0.73 0.37
```
Positions in Å, forces in eV/Å.

## Properties
* SMILES: CC[C@@]1(C)NC1=O
* HOMO level: -0.3456 hartree
* net charge: 0
* HOMO-LUMO gap: 0.3784 Eh

=====

[3]
Entry from OMol25: a single C5H9NO molecule at a distorted geometry (ωB97M-V/def2-TZVPD).

XYZ file:
```
16
Properties=species:S:1:pos:R:3:forces:R:3
C 1.160 0.220 1.336 -0.04 -0.02 -0.19
C -0.691 -1.598 -0.874 -0.41 -0.02 0.11
C 0.302 0.643 0.157 -2.44 0.77 1.54
C -0.838 -0.267 -0.207 0.81 0.41 0.25
N 1.067 1.027 -0.947 0.30 0.33 -0.35
C -1.899 0.391 0.241 -2.49 -1.86 -1.15
O -3.033 0.702 0.408 1.67 0.33 0.27
H 1.862 1.622 -0.754 -0.18 0.05 -0.05
H 0.539 1.313 -1.760 0.09 0.05 0.12
H -0.625 1.441 0.681 2.68 0.06 -0.57
H 1.838 1.019 1.637 0.03 0.00 0.01
H 0.532 -0.050 2.181 -0.02 0.03 0.04
H 1.750 -0.652 1.047 0.08 -0.01 0.02
H -1.673 -1.968 -1.166 0.07 -0.15 -0.09
H -0.227 -2.336 -0.215 -0.02 0.02 0.00
H -0.064 -1.506 -1.763 -0.09 0.00 0.03
```
Positions in Å, forces in eV/Å.

## Properties
* SMILES: CC(=C=O)[C@@H](C)N
* HOMO level: -0.3088 hartree
* net charge: 0
* HOMO-LUMO gap: 0.3383 Eh

=====

[4]
Entry from OMol25: a single C5H9NO molecule at a distorted geometry (ωB97M-V/def2-TZVPD).

XYZ file:
```
16
Properties=species:S:1:pos:R:3:forces:R:3
C -0.673 0.855 0.855 3.04 0.52 0.49
C -0.067 -1.585 0.151 -0.20 -0.01 0.12
C -0.324 -0.163 -0.277 -1.42 0.69 0.02
N 2.061 0.512 0.106 0.14 -0.25 0.18
C -1.687 0.183 -0.818 -0.01 -2.59 -1.85
C 0.760 0.812 -0.282 -1.65 0.08 0.95
O -2.646 -0.598 -0.778 1.15 1.39 0.25
H 2.311 -0.466 0.193 0.07 0.38 -0.16
H 2.792 1.150 -0.183 -0.33 -0.38 0.13
H -1.697 1.089 -1.449 -0.26 0.35 0.54
H -0.935 1.902 0.782 -0.58 -0.37 -0.48
H -0.516 0.483 1.861 0.12 0.06 -0.10
H 0.667 1.685 -0.923 -0.13 -0.12 0.11
H -1.020 -2.101 0.287 0.06 0.10 -0.12
H 0.501 -2.104 -0.626 -0.03 0.03 0.07
H 0.474 -1.655 1.100 0.04 0.13 -0.15
```
Positions in Å, forces in eV/Å.

## Properties
* SMILES: C[C@@]1(C=O)C[C@H]1N
* HOMO level: -0.2862 hartree
* net charge: 0
* HOMO-LUMO gap: 0.3135 Eh

=====

[5]
Entry from OMol25: a single C5H9NO molecule at a distorted geometry (ωB97M-V/def2-TZVPD).

XYZ file:
```
16
Properties=species:S:1:pos:R:3:forces:R:3
C 1.139 -0.665 0.756 0.12 -0.04 0.02
C -0.208 -0.070 0.303 -0.12 0.03 -0.13
C -0.939 -1.075 -0.606 -0.02 -0.07 -0.02
C -0.030 1.251 -0.475 -0.16 0.08 0.32
O 0.797 0.959 -1.583 0.11 0.21 -0.21
C -0.930 0.209 1.559 -0.41 0.19 1.03
N -1.330 0.402 2.629 0.19 -0.16 -1.23
H 1.849 -0.625 -0.072 -0.07 -0.08 0.10
H 1.542 -0.121 1.618 -0.03 -0.07 -0.25
H 0.979 -1.707 1.056 0.12 0.21 -0.04
H -1.252 -1.963 -0.051 0.07 0.13 -0.04
H -0.237 -1.379 -1.388 -0.16 0.02 0.09
H -1.818 -0.637 -1.096 0.17 -0.03 0.21
H -1.018 1.615 -0.806 0.21 -0.13 0.14
H 0.414 2.020 0.171 0.02 -0.15 -0.04
H 1.044 1.785 -2.014 -0.05 -0.13 0.04
```
Positions in Å, forces in eV/Å.

## Properties
* SMILES: CC(C)(C#N)CO
* HOMO level: -0.4028 hartree
* net charge: 0
* HOMO-LUMO gap: 0.4234 Eh

=====

[6]
Entry from OMol25: a single C5H9NO molecule (ωB97M-V/def2-TZVPD).

XYZ file:
```
16
Properties=species:S:1:pos:R:3:forces:R:3
C 0.393 1.690 -0.984 -0.02 0.05 0.01
C 0.253 0.179 -0.869 -0.06 0.05 -0.11
C 1.378 -0.596 -0.118 0.21 0.00 -0.04
C 0.335 -1.193 0.868 -0.03 -0.10 0.13
C -0.704 -0.339 0.184 -0.38 0.12 0.02
N -1.919 -0.051 0.390 0.60 0.02 -0.27
O -2.398 -0.732 1.510 -0.31 -0.06 0.20
H 1.190 1.958 -1.687 -0.13 -0.05 0.09
H 0.636 2.130 -0.010 -0.04 -0.07 -0.11
H -0.544 2.139 -1.328 0.15 -0.06 0.03
H 0.035 -0.256 -1.853 0.04 0.04 0.15
H 1.925 -1.325 -0.721 -0.08 0.11 0.11
H 2.097 0.072 0.367 -0.11 -0.10 -0.09
H 0.481 -0.971 1.930 -0.02 -0.05 -0.16
H 0.159 -2.268 0.761 0.01 0.16 0.02
H -3.315 -0.435 1.561 0.17 -0.07 0.02
```
Positions in Å, forces in eV/Å.

## Properties
* SMILES: C[C@H]1CC/C1=N\O
* HOMO level: -0.3468 hartree
* net charge: 0
* HOMO-LUMO gap: 0.3868 Eh

=====

[7]
Entry from OMol25: a 2-piece molecular cluster, C5H9NO overall at a distorted geometry (ωB97M-V/def2-TZVPD).

XYZ file:
```
16
Properties=species:S:1:pos:R:3:forces:R:3
C 0.680 1.137 0.719 -0.08 0.03 -0.02
C 0.289 -0.195 0.164 0.03 0.00 0.12
C 1.341 -1.020 -0.497 -0.05 -0.05 0.00
C -0.955 -0.808 0.616 0.25 -0.08 -0.26
O -1.981 -0.075 0.905 -0.05 -0.04 0.03
C -1.992 0.893 -0.987 0.82 0.01 -0.55
N -0.955 0.788 -1.523 -0.94 0.09 0.50
H 1.055 1.774 -0.087 -0.04 -0.11 0.10
H 1.489 1.016 1.450 -0.10 -0.01 -0.10
H -0.187 1.609 1.186 0.13 -0.03 -0.06
H 2.313 -0.929 -0.001 -0.15 0.01 -0.06
H 1.048 -2.073 -0.560 0.03 0.15 0.01
H 1.449 -0.638 -1.519 -0.02 -0.03 0.13
H -1.109 -1.804 0.150 -0.02 0.15 0.08
H -0.241 -1.055 1.520 0.05 -0.02 0.09
H -3.012 1.155 -0.791 0.12 -0.05 0.01
```
Positions in Å, forces in eV/Å.

## Properties
* HOMO level: -0.3290 hartree
* net charge: 0
* HOMO-LUMO gap: 0.3388 Eh

=====

[8]
Entry from OMol25: a single C5H9NO molecule (ωB97M-V/def2-TZVPD).

XYZ file:
```
16
Properties=species:S:1:pos:R:3:forces:R:3
C 1.455 -0.437 -1.185 -0.04 0.05 0.08
C 0.232 -1.073 -0.560 0.06 -0.02 -0.26
N 0.383 -1.483 0.833 0.02 -0.26 0.12
C -0.633 -0.490 0.510 -0.18 0.14 -0.05
C -0.468 0.905 1.088 0.01 -0.02 0.06
C -1.158 1.888 0.167 -0.20 0.00 0.14
O -2.250 2.361 0.379 0.62 -0.19 -0.17
H 1.868 0.352 -0.550 -0.09 -0.08 -0.13
H 2.232 -1.207 -1.281 -0.13 0.15 -0.04
H 1.249 -0.035 -2.186 -0.01 -0.04 0.26
H -0.287 -1.762 -1.229 0.09 0.06 0.19
H -0.007 -2.405 1.002 -0.07 0.17 0.03
H -1.678 -0.814 0.514 0.27 -0.01 -0.10
H 0.600 1.135 1.193 -0.21 0.01 -0.10
H -0.937 0.954 2.077 0.07 -0.01 -0.15
H -0.601 2.110 -0.773 -0.19 0.05 0.12
```
Positions in Å, forces in eV/Å.

## Properties
* SMILES: C[C@H]1N[C@H]1CC=O
* HOMO level: -0.3620 hartree
* net charge: 0
* HOMO-LUMO gap: 0.3990 Eh

=====

In order of appearance, energy above the lowest of the compared OMol25 structures with the same formula, charge and spin = 6.457; 3.121; 2.943; 3.639; 1.113; 2.880; 4.303; 2.042 eV.